{"formula": "C47H53As2N2V", "method": "ωB97M-V with the def2-TZVPD basis set", "e_lumo_ev": [-7.3, -6.4], "energy_ev": -199929.9308, "s2": 2.06, "homo_lumo_gap_ev": [6.45, 7.43], "charge": 2, "multiplicity": 3, "e_above_lowest_ev": 0.901, "homo_energy_ev": [-13.784, -13.787], "symbols": ["V", "C", "C", "C", "C", "C", "C", "C", "C", "C", "C", "C", "C", "N", "C", "C", "C", "C", "C", "N", "C", "C", "C", "C", "H", "H", "H", "H", "H", "H", "H", "H", "H", "H", "H", "H", "H", "H", "H", "H", "H", "H", "H", "H", "H", "H", "H", "H", "H", "H", "H", "H", "H", "C", "C", "As", "C", "C", "C", "C", "C", "C", "C", "C", "C", "C", "C", "C", "As", "C", "C", "C", "C", "C", "C", "C", "C", "C", "C", "C", "C", "H", "H", "H", "H", "H", "H", "H", "H", "H", "H", "H", "H", "H", "H", "H", "H", "H", "H", "H", "H", "H", "H", "H", "H"], "xyz": [[-0.1126, 0.0216, -0.1967], [4.2575, 0.5066, 1.8364], [3.3675, -0.7204, 1.6015], [3.5573, -1.7522, 2.7163], [3.6224, -1.3200, 0.2254], [4.7941, -2.0221, -0.0287], [5.0618, -2.5295, -1.2902], [4.1477, -2.3663, -2.3194], [2.9644, -1.6634, -2.1214], [1.9725, -1.5058, -3.2658], [1.4537, -2.8760, -3.7165], [2.5807, -0.7289, -4.4385], [2.7451, -1.1446, -0.8453], [1.6337, -0.2155, -0.6467], [1.9984, 1.1116, -0.8758], [1.1976, 2.1815, -0.6799], [1.5707, 3.5466, -0.8136], [0.4901, 4.2686, -0.4293], [-0.5493, 3.3518, -0.0618], [-0.1405, 2.0802, -0.2154], [-1.8870, 3.7627, 0.4875], [-3.0022, 3.2140, -0.4113], [-1.9774, 3.2017, 1.9130], [-2.0153, 5.2856, 0.5425], [3.9865, 1.0105, 2.7681], [4.1804, 1.2323, 1.0206], [5.3062, 0.2044, 1.9085], [2.3325, -0.3916, 1.6458], [4.5952, -2.0920, 2.7703], [2.9232, -2.6269, 2.5672], [3.3062, -1.3102, 3.6845], [5.5089, -2.1746, 0.7720], [5.9880, -3.0614, -1.4711], [4.3610, -2.7864, -3.2975], [1.1171, -0.9402, -2.9111], [2.2664, -3.4897, -4.1129], [0.7123, -2.7642, -4.5128], [1.0003, -3.4279, -2.8914], [3.3859, -1.3010, -4.9081], [2.9982, 0.2297, -4.1180], [1.8236, -0.5321, -5.2019], [3.0066, 1.3007, -1.2197], [2.5404, 3.9075, -1.1355], [0.4129, 5.3437, -0.3832], [-2.9547, 2.1395, -0.4914], [-2.9303, 3.6275, -1.4213], [-3.9770, 3.4811, 0.0032], [-1.7747, 2.1350, 1.9240], [-2.9770, 3.3696, 2.3202], [-1.2509, 3.6908, 2.5676], [-1.8845, 5.7392, -0.4438], [-1.2972, 5.7334, 1.2347], [-3.0168, 5.5418, 0.8913], [-1.9803, -3.2718, -0.2048], [-3.0135, -2.2890, 0.2732], [-2.6455, -0.4083, -0.1097], [-4.2471, 0.2010, 0.7824], [-4.1981, 0.6428, 2.0977], [-5.3801, 0.8867, 2.7863], [-6.6031, 0.6830, 2.1643], [-6.6480, 0.2137, 0.8565], [-5.4712, -0.0408, 0.1639], [-2.8817, -0.2276, -2.0208], [-3.8199, 0.6093, -2.6136], [-3.8664, 0.7200, -3.9958], [-2.9710, 0.0140, -4.7916], [-2.0136, -0.8012, -4.2050], [-1.9644, -0.9183, -2.8214], [-0.1659, -2.7152, 0.2652], [-0.2123, -2.6366, 2.1996], [0.0728, -3.7248, 3.0155], [0.0096, -3.5840, 4.3983], [-0.3292, -2.3623, 4.9714], [-0.5954, -1.2650, 4.1628], [-0.5304, -1.4094, 2.7849], [0.7623, -4.3679, -0.1526], [2.0841, -4.3654, -0.5778], [2.7428, -5.5623, -0.8251], [2.0866, -6.7699, -0.6427], [0.7664, -6.7760, -0.2084], [0.1005, -5.5835, 0.0340], [-2.0008, -3.3985, -1.2831], [-2.1803, -4.2344, 0.2385], [-3.1012, -2.3167, 1.3546], [-3.9941, -2.5003, -0.1351], [-3.2582, 0.7830, 2.6026], [-5.3406, 1.2328, 3.8127], [-7.5230, 0.8749, 2.7018], [-7.6020, 0.0341, 0.3733], [-5.5220, -0.4270, -0.8446], [-4.5110, 1.1783, -2.0114], [-4.6070, 1.3650, -4.4541], [-3.0189, 0.1034, -5.8704], [-1.3134, -1.3519, -4.8211], [-1.2192, -1.5700, -2.3819], [0.3584, -4.6754, 2.5870], [0.2344, -4.4354, 5.0318], [-0.3767, -2.2617, 6.0505], [-0.8456, -0.3060, 4.6045], [-0.7248, -0.5371, 2.1697], [2.6117, -3.4396, -0.7184], [3.7735, -5.5407, -1.1631], [2.5983, -7.7055, -0.8371], [0.2463, -7.7131, -0.0513], [-0.9161, -5.6383, 0.3815]], "atomic_forces_ev_per_a": [[-0.35, -0.46, 0.59], [0.05, -0.01, -0.02], [0.25, -0.14, -0.02], [0.07, 0.05, 0.05], [0.05, 0.15, 0.17], [0.03, -0.16, 0.08], [0.00, -0.05, -0.04], [0.09, -0.03, -0.10], [-0.09, 0.16, -0.22], [0.27, -0.16, -0.06], [0.01, 0.04, -0.11], [0.04, -0.03, -0.01], [-0.39, 0.69, 0.01], [1.19, 0.44, -0.55], [0.21, -0.54, -0.06], [-0.15, 0.15, 0.01], [0.09, 0.13, -0.11], [-0.07, 0.19, 0.04], [0.08, -0.28, -0.01], [0.42, 0.54, -0.01], [-0.03, -0.05, -0.03], [0.03, 0.28, -0.02], [-0.07, 0.17, 0.08], [0.02, 0.10, -0.03], [0.03, -0.07, -0.07], [0.00, -0.04, 0.08], [-0.07, 0.05, -0.02], [-0.28, 0.06, -0.02], [-0.10, 0.03, 0.02], [-0.02, -0.02, -0.02], [0.03, -0.03, -0.08], [-0.03, 0.02, -0.06], [-0.04, 0.02, 0.01], [-0.02, 0.04, 0.09], [-0.20, 0.19, 0.17], [-0.05, 0.02, 0.02], [0.06, 0.00, 0.05], [-0.02, 0.00, -0.02], [-0.06, 0.06, 0.04], [-0.04, -0.07, -0.01], [0.06, -0.04, 0.05], [0.13, -0.14, -0.05], [-0.15, -0.07, 0.03], [-0.01, -0.11, -0.01], [0.03, -0.21, -0.01], [0.00, 0.00, 0.08], [0.05, -0.02, -0.01], [0.01, -0.18, 0.01], [0.06, 0.00, -0.02], [-0.05, -0.03, -0.05], [-0.04, -0.04, 0.08], [-0.05, -0.04, -0.07], [0.05, 0.01, 0.02], [0.01, 0.21, 0.02], [0.17, 0.04, -0.11], [-1.01, -0.44, 0.04], [0.07, 0.06, -0.08], [-0.22, -0.03, -0.02], [0.04, 0.03, 0.02], [0.00, -0.03, -0.06], [-0.02, 0.00, -0.02], [-0.11, 0.13, 0.14], [0.15, -0.07, -0.04], [0.07, -0.02, -0.11], [0.02, 0.02, -0.08], [-0.03, 0.03, -0.02], [-0.01, 0.02, 0.03], [-0.16, 0.16, -0.10], [-0.31, -0.12, 0.03], [0.02, 0.19, 0.01], [-0.05, 0.07, 0.14], [0.01, 0.02, 0.02], [0.02, -0.09, 0.02], [-0.01, 0.04, 0.00], [0.19, -0.32, 0.15], [0.15, 0.12, 0.05], [0.08, -0.13, 0.14], [0.01, -0.03, -0.04], [-0.01, -0.01, -0.02], [0.02, -0.02, -0.01], [0.21, -0.08, -0.04], [0.02, -0.03, -0.18], [-0.03, -0.25, 0.11], [-0.03, 0.01, 0.25], [-0.23, -0.04, -0.11], [0.18, 0.02, 0.08], [-0.01, -0.03, -0.06], [0.03, 0.00, -0.02], [0.08, 0.02, 0.05], [-0.01, -0.04, -0.02], [-0.07, 0.04, 0.04], [0.05, -0.05, 0.02], [0.00, 0.00, 0.07], [-0.02, 0.02, 0.03], [0.10, -0.12, 0.07], [-0.01, -0.05, -0.04], [-0.03, 0.09, -0.05], [0.01, -0.03, -0.12], [0.03, -0.09, -0.05], [-0.12, 0.26, -0.14], [-0.03, -0.15, 0.10], [-0.09, -0.02, 0.04], [-0.04, 0.07, 0.03], [0.04, 0.04, -0.03], [-0.11, 0.02, 0.05]]}